Record 1
60
Properties=species:S:1:pos:R:3 method="wB97M-V/def2-TZVPD" largest_force_ha_per_bohr=0.0510 total_charge=-1 homo_ev=-2.849
C -2.380 1.020 -0.411
C -0.666 3.593 1.166
C -0.157 1.066 -1.594
H 1.668 -1.844 0.773
C -1.135 1.847 -0.713
H -2.050 0.168 0.173
O -4.566 0.977 0.645
H 4.226 2.257 -0.995
C 3.521 0.374 -0.274
C -0.400 2.183 0.612
H -1.525 4.059 0.707
H -0.734 1.469 1.354
H 0.659 2.002 0.479
H -2.934 1.950 1.414
C 0.009 -6.535 0.112
C -2.459 3.039 -2.273
H 0.704 1.708 -1.736
H 1.399 3.959 1.516
H 3.711 -3.537 0.200
H -2.014 3.682 2.882
H 2.735 -3.644 1.667
C -1.014 -6.398 -1.041
H -0.571 0.904 -2.585
P 1.809 -0.767 -1.840
O 2.876 0.404 -1.548
H -0.467 -1.064 -1.312
H -2.846 0.595 -1.295
H -0.677 2.594 3.133
H -4.084 0.484 2.606
H 0.859 -3.087 -0.243
H 0.457 5.443 1.341
C -4.424 0.073 1.644
H 5.460 1.328 -0.134
H 2.356 -4.657 0.272
H -1.953 -5.979 -0.672
H 4.100 -0.531 -0.147
H 2.798 0.398 0.540
C 0.594 4.437 0.967
C -0.954 3.542 2.690
O -4.735 -1.096 1.540
C 4.416 1.607 -0.151
H -0.429 -7.314 0.797
O -3.354 3.876 -2.258
O 0.304 -5.356 0.692
H -0.457 4.367 3.185
H -1.239 -7.377 -1.500
O 1.595 -0.886 -3.287
H 0.369 -0.321 0.030
H 0.873 4.454 -0.080
H 4.185 2.159 0.750
O -1.430 3.081 -1.398
H 0.885 -7.083 -0.343
C 1.799 -2.617 0.022
O 2.422 -2.071 -1.187
H -3.654 2.730 0.034
H -2.422 2.297 -3.078
C -3.391 1.765 0.442
C 2.705 -3.684 0.588
H -0.624 -5.744 -1.825
C 0.250 -0.297 -1.050

Record 2
17
Properties=species:S:1:pos:R:3 method="wB97M-V/def2-TZVPD" smiles="C=NC.CSC" largest_force_ha_per_bohr=0.0391 homo_ev=-8.581
H 1.033 3.379 0.535
C 0.404 2.518 0.795
N -0.578 2.450 -0.315
H -2.361 1.729 -0.859
S 0.491 -1.660 0.743
H 1.295 -1.522 -1.591
C -0.653 -2.777 -0.084
H 1.262 0.022 -0.760
H -1.681 1.095 0.784
H 2.533 -1.138 -0.333
C 1.497 -1.033 -0.643
H -1.520 -2.351 -0.579
H -0.994 -3.436 0.718
C -1.562 1.686 -0.124
H -0.104 2.780 1.716
H -0.140 -3.408 -0.794
H 1.079 1.666 0.788

Record 3
90
Properties=species:S:1:pos:R:3 method="wB97M-V/def2-TZVPD" largest_force_ha_per_bohr=0.0650 homo_ev=-6.335
S -3.060 0.943 0.663
C 1.305 -0.866 2.918
H 0.752 -1.064 -5.695
C 1.209 0.788 -2.275
N -1.920 -2.057 -1.159
C -2.208 -3.000 -2.047
N -2.602 6.611 -1.037
C 5.420 0.892 1.883
C 5.767 2.193 1.685
C -1.086 -6.363 2.395
C -1.923 4.352 -1.362
H 3.315 3.234 -0.492
C 1.364 -0.862 4.333
H -2.995 -1.520 2.232
H 1.834 -1.710 2.438
H -3.390 -3.528 -3.803
C 0.796 -1.309 -3.539
H -4.424 3.274 1.532
C 5.019 3.040 0.847
C 3.639 1.205 0.209
H 5.996 0.210 2.531
N -1.420 -2.749 1.886
C -2.620 -2.524 2.393
H -1.664 -3.932 -1.924
C -1.985 3.041 -0.868
H 0.645 0.129 6.180
H 0.677 3.403 -2.378
C 0.340 -4.242 1.211
C -3.105 -2.782 -3.076
H -1.277 4.672 -2.188
N -2.036 0.034 -0.319
C -3.764 4.926 0.203
O 3.941 -0.993 1.096
C -2.913 2.654 0.097
C 3.913 2.585 0.158
O -2.347 0.854 1.954
Se -0.092 3.664 3.477
N -3.371 -0.571 -2.146
C 0.100 3.642 -4.441
H -0.069 4.720 -4.374
H -3.313 7.297 -0.723
C 0.713 1.529 -3.415
N 0.701 0.046 2.130
H 4.264 -2.974 1.463
H -1.198 2.387 -1.308
C 0.563 2.899 -3.322
N 2.099 1.378 -1.409
C -3.383 -3.506 3.024
C 0.715 -0.576 -4.701
H 5.420 -2.198 0.317
O 0.891 -1.342 -1.187
H 0.568 -7.626 1.916
C -2.886 -4.807 3.058
H 5.342 4.068 0.848
C 0.570 0.839 -4.648
N 2.702 0.570 -0.597
C -3.616 -1.494 -3.111
C 0.378 1.236 2.801
H -4.490 5.651 0.579
C 0.388 1.306 4.302
Cl -1.994 -7.671 3.060
N 0.036 2.427 2.165
H -3.422 -5.652 3.536
C 0.200 1.628 -5.789
H -0.499 3.460 -6.522
C -1.660 -5.092 2.427
H -1.962 6.843 -1.802
C 0.796 -5.606 1.105
N 0.134 2.501 4.827
C -0.112 2.965 -5.657
C -3.746 3.627 0.725
In -0.398 -1.375 0.533
H -4.254 -1.144 -3.930
C -0.900 -3.985 1.889
C 0.154 -6.614 1.783
I 2.505 -5.972 -0.060
H 1.886 -1.696 4.809
H 0.166 1.153 -6.747
H -4.379 -3.285 3.347
H 5.607 -1.920 2.076
O -4.451 0.596 0.497
H 6.647 2.614 2.181
C 0.927 -0.663 -2.249
C -2.770 5.299 -0.742
C 4.380 0.328 1.092
H 0.770 -2.375 -3.643
O 0.985 -3.273 0.703
C 0.801 0.183 5.058
C -2.536 -0.893 -1.170
C 4.901 -2.089 1.282

Record 4
13
Properties=species:S:1:pos:R:3 method="wB97M-V/def2-TZVPD" smiles=OCC1CC1 largest_force_ha_per_bohr=0.0077 homo_ev=-10.233
H -1.970 1.271 -0.573
H 0.972 0.516 1.428
C 0.058 0.322 -0.510
H 1.406 -1.609 0.246
H 0.247 0.596 -1.546
O 2.031 -0.877 0.303
H -1.482 -1.146 -1.187
C -1.004 -0.727 -0.306
C 1.278 0.316 0.387
C -1.283 0.704 0.048
H -1.330 0.952 1.105
H 1.963 1.116 0.092
H -0.885 -1.435 0.512

Record 5
16
Properties=species:S:1:pos:R:3 method="wB97M-V/def2-TZVPD" smiles="ONC1=[NH+]CCC1" largest_force_ha_per_bohr=0.0652 total_charge=+1 homo_ev=-14.469
N 0.179 -1.029 0.153
H -2.710 0.476 -0.029
C -0.605 1.159 -0.214
N 1.852 0.533 0.003
C 0.586 0.227 -0.055
H -0.551 2.164 0.242
H 0.776 -1.795 0.108
C -1.228 -1.209 -0.177
H -1.204 -1.280 -1.281
H -1.522 0.169 1.363
H 3.622 -0.062 0.505
C -1.690 0.182 0.259
H 2.150 1.552 -0.061
H -0.781 1.415 -1.260
O 2.818 -0.434 0.091
H -1.691 -2.067 0.355

Record 6
12
Properties=species:S:1:pos:R:3 method="wB97M-V/def2-TZVPD" smiles="O=C1CCCO1" largest_force_ha_per_bohr=0.0291 homo_ev=-10.243
H -0.477 0.902 1.849
C 0.154 0.841 0.990
H -0.734 -1.534 -1.142
O -0.607 1.427 -0.077
H 1.048 1.448 1.174
H -0.123 -1.252 1.321
H 1.520 -1.031 0.825
C 0.478 -0.630 0.648
C -0.698 0.570 -1.111
O -1.343 0.810 -2.089
H 0.797 -0.824 -1.551
C -0.015 -0.727 -0.837

Record 7
11
Properties=species:S:1:pos:R:3 method="wB97M-V/def2-TZVPD" largest_force_ha_per_bohr=0.0886 homo_ev="-8.626 / -9.201"
O 0.645 0.892 -2.541
C 1.440 0.346 -1.846
H -1.023 0.293 -0.795
H 2.560 0.098 -1.920
C -1.076 -0.268 0.071
F 0.119 1.535 1.498
H -1.993 -0.621 0.179
C -0.417 0.278 1.331
H 0.745 -1.716 0.576
Cl -1.231 -0.057 2.879
C 0.233 -0.780 0.567

| no. | DFT total energy (eV) |
| --- | --- |
| 1 | -43850.4877 |
| 2 | -16650.3329 |
| 3 | -170101.3023 |
| 4 | -6324.0833 |
| 5 | -9313.5812 |
| 6 | -8340.1846 |
| 7 | -21494.4013 |